Entry 1:
This record from the OMol25 dataset describes C30H34F6FeN2O6PS2 as an isolated structure. The level of theory is ωB97M-V with the def2-TZVPD basis set.

Positions of all 82 atoms, in Å:
Fe -1.7767 0.5897 -0.2273
C -3.8553 -0.8104 1.5031
C -2.7851 -1.2107 2.5155
C -2.0135 -2.4624 2.1069
C -1.8575 -0.0238 2.8139
C -1.1371 -0.1921 4.1498
O 0.2404 -0.0595 3.8078
C 0.3687 0.2145 2.5107
N -0.7548 0.2232 1.8369
C 1.7874 0.6139 2.2426
C 2.3662 1.1861 3.3867
C 3.6469 1.7071 3.3931
C 4.4066 1.6582 2.2435
C 3.8795 1.0742 1.1082
C 2.5933 0.5248 1.0850
P 2.1924 -0.3463 -0.4449
C 3.4465 0.1303 -1.6512
C 3.4201 1.4188 -2.1926
C 4.4195 1.8358 -3.0503
C 5.4460 0.9655 -3.3984
C 5.4787 -0.3140 -2.8633
C 4.4873 -0.7383 -1.9942
C 2.3481 -2.0982 -0.1292
C 2.3218 -2.6189 1.1666
C 2.4269 -3.9851 1.3543
C 2.5221 -4.8351 0.2593
C 2.5415 -4.3198 -1.0326
C 2.4401 -2.9588 -1.2335
H -4.4778 -1.6644 1.2425
H -3.4166 -0.4301 0.5671
H -4.4991 -0.0345 1.9182
H -3.2926 -1.4158 3.4635
H -1.4114 -2.2758 1.2242
H -2.7099 -3.2700 1.8865
H -1.3535 -2.7993 2.9080
H -2.4714 0.8826 2.8210
H -1.2856 -1.1694 4.6067
H -1.3877 0.5809 4.8751
H 1.7821 1.2465 4.2905
H 4.0365 2.1597 4.2940
H 5.4089 2.0630 2.2217
H 4.5021 1.0180 0.2293
H 2.6176 2.0945 -1.9297
H 4.4088 2.8393 -3.4528
H 6.2234 1.2864 -4.0778
H 6.2884 -0.9853 -3.1146
H 4.5532 -1.7244 -1.5607
H 2.2612 -1.9609 2.0235
H 2.4283 -4.3954 2.3548
H 2.5788 -5.9035 0.4172
H 2.6228 -4.9809 -1.8846
H 2.4174 -2.5461 -2.2341
F -2.9521 1.7612 -2.5755
C -2.7312 1.1419 -3.7623
F -3.8042 0.4548 -4.0796
F -2.4958 2.0745 -4.6558
S -1.2126 0.0223 -3.5576
O -0.6914 0.5409 -2.2713
O -0.3676 0.1889 -4.6758
N -1.7400 -1.4451 -3.3459
S -2.2866 -1.6750 -1.8957
O -1.2599 -1.7114 -0.8689
O -3.2885 -0.6872 -1.5237
C -2.9973 -3.3961 -1.9380
F -3.7848 -3.5676 -2.9690
F -3.6542 -3.5794 -0.8072
F -1.9689 -4.2258 -1.9930
C -4.7402 3.0883 0.0168
C -3.5627 3.0109 0.9717
O -2.3157 2.6986 0.3145
C -1.7133 3.8327 -0.3404
C -0.4001 3.4190 -0.9590
H -5.6403 3.3190 0.5846
H -4.8839 2.1331 -0.4901
H -4.6009 3.8716 -0.7261
H -3.7263 2.2080 1.6922
H -3.4426 3.9502 1.5158
H -1.5481 4.6066 0.4131
H -2.3949 4.2137 -1.1027
H 0.2564 3.0005 -0.1886
H 0.0852 4.2877 -1.4002
H -0.5614 2.6792 -1.7381

Energy = -128561.96709 eV
Energy above the lowest of the compared OMol25 structures with the same formula, charge and spin = 2.356 eV
<S²> = 8.768
Charge = +2
2S+1 = 6
E_HOMO (spin up / spin down) = -14.2560 / -14.8050 eV
Max |F| = 1.2 eV/A

***

Entry 2:
This record from the OMol25 dataset describes one molecule with the formula C5H9NO. The level of theory is ωB97M-V with the def2-TZVPD basis set.

Positions of all 16 atoms, in Å:
H -2.4651 0.0449 -1.3369
N -1.8677 -0.5157 -0.7305
C -0.7065 -0.0551 -0.5682
C -0.1925 1.2553 -1.3316
O 1.1380 1.5843 -1.1888
C 0.2047 -0.6090 0.4269
C 1.5159 -0.7690 0.1548
C -0.3619 -0.7623 1.8076
H -0.8563 2.0636 -0.9855
H -0.3883 1.0744 -2.3911
H 1.4878 1.1951 -0.2999
H 1.8760 -0.8151 -0.8647
H 2.1531 -1.2779 0.8600
H -1.2594 -1.3753 1.7585
H -0.6321 0.2046 2.2200
H 0.3542 -1.2429 2.4693

Energy = -8866.90523 eV
Energy above the lowest of the compared OMol25 structures with the same formula, charge and spin = 2.307 eV
SMILES = [H]/N=C(\CO)C(=C)C
E_HOMO = -9.6403 eV
Max |F| = 2.6 eV/A

***

Entry 3:
This record from the OMol25 dataset describes ArH20HeO10 as an isolated structure. The level of theory is ωB97M-V with the def2-TZVPD basis set.

Positions of all 32 atoms, in Å:
He -1.8295 13.6824 4.3386
Ar -0.7438 16.0556 1.9952
O 1.4006 16.1971 5.0687
H 1.9092 16.1268 4.2608
H 0.6610 16.7594 4.8385
O -3.7493 17.3446 2.9670
H -4.3812 17.5643 2.2824
H -2.9919 17.8998 2.7817
O -3.1727 17.6144 -0.5064
H -3.3516 18.5002 -0.1908
H -4.0276 17.2784 -0.7759
O -0.7568 17.9046 5.3192
H -0.3619 17.9389 6.1905
H -1.6666 17.6529 5.4777
O -1.7563 19.3625 2.8197
H -1.4191 19.2366 3.7066
H -2.4942 19.9628 2.9264
O -0.8180 17.1406 -2.0106
H -1.6008 17.2556 -1.4719
H -0.7730 16.1979 -2.1705
O -2.2036 13.2491 1.1637
H -2.4465 12.5754 1.7987
H -3.0109 13.7415 1.0155
O 0.5024 13.1867 0.8077
H 1.0111 13.9664 1.0299
H -0.3942 13.4045 1.0624
O 2.4481 14.8288 1.7003
H 2.6365 15.5230 1.0688
H 3.0989 14.9501 2.3916
O -5.3496 15.0739 2.1402
H -4.6329 15.6744 2.3451
H -5.2736 14.3778 2.7928

Energy = -35233.00257 eV
Energy above the lowest of the compared OMol25 structures with the same formula, charge and spin = 0.306 eV
E_HOMO = -9.8592 eV
Max |F| = 0.9 eV/A

***

Entry 4:
This record from the OMol25 dataset describes one molecule with the formula C5H11NO. The level of theory is ωB97M-V with the def2-TZVPD basis set.

Positions of all 18 atoms, in Å:
C -2.1257 -0.6686 -1.0433
C -1.4624 0.0699 0.1171
C -0.0110 0.4004 -0.1701
C 0.8760 0.8701 0.9986
C 1.8794 -0.2304 0.5524
O 3.0803 0.2391 0.0106
N 0.9044 -0.7376 -0.4295
H -2.0803 -0.0741 -1.9629
H -1.6214 -1.6198 -1.2460
H -3.1770 -0.8849 -0.8304
H -1.9954 1.0089 0.3167
H -1.5261 -0.5263 1.0387
H 0.0271 1.0879 -1.0270
H 1.2204 1.9115 0.9676
H 0.4256 0.6932 1.9811
H 2.1883 -0.9998 1.2687
H 2.8918 1.0856 -0.4113
H 0.5062 -1.6251 -0.1310

Energy = -8900.12185 eV
Energy above the lowest of the compared OMol25 structures with the same formula, charge and spin = 1.575 eV
SMILES = CC[C@H]1C[C@H](O)N1
E_HOMO = -9.1163 eV
Max |F| = 0.4 eV/A

***

Entry 5:
This record from the OMol25 dataset describes a 2-piece molecular cluster, C4H12O2 overall. The level of theory is ωB97M-V with the def2-TZVPD basis set.

Positions of all 18 atoms, in Å:
C 0.2348 -2.1714 -1.0026
C 0.6581 -0.9204 -0.2688
C 0.0584 0.3561 -0.8417
C 0.6948 1.5944 -0.2310
O 0.0186 2.7693 -0.7134
H 0.6660 -2.1993 -1.9858
H 0.4866 -3.1041 -0.5083
H -0.8490 -2.2317 -1.1570
H 1.7520 -0.8708 -0.3139
H 0.4164 -0.9210 0.7933
H -1.0225 0.4348 -0.6747
H 0.1435 0.3947 -1.9359
H 0.5403 1.5734 0.8542
H 1.7638 1.6317 -0.4549
H 0.6824 3.3899 -1.0373
O -2.3213 -0.1926 3.1715
H -2.4814 0.6808 3.5308
H -1.4415 -0.2138 2.7756

Energy = -8437.25313 eV
Energy above the lowest of the compared OMol25 structures with the same formula, charge and spin = 0.261 eV
SMILES = CCCCO.O
E_HOMO = -10.3304 eV
Max |F| = 1.1 eV/A

***

Entry 6:
This record from the OMol25 dataset describes an isolated ion of composition C5H11N2O3 and charge +1. The level of theory is ωB97M-V with the def2-TZVPD basis set.

Positions of all 21 atoms, in Å:
C -0.1551 1.6634 0.9266
C 0.1524 0.2648 0.3448
C -0.7114 0.2571 -0.9343
N -0.1271 0.9270 -1.9006
N -1.9557 -0.0788 -0.8679
O -2.8769 -0.0114 -1.9795
O 1.5287 0.1137 -0.0062
C 1.7020 -1.2571 -0.0219
C 0.7292 -1.8595 0.9882
O -0.2308 -0.8151 1.1583
H -1.2847 1.7628 0.8074
H 0.2579 2.5226 0.2373
H 0.1268 1.6863 1.9094
H 0.8319 0.9178 -2.0861
H -0.7528 1.1285 -2.7070
H -2.3419 -0.4575 -0.0231
H -3.4753 0.7698 -1.9295
H 2.6874 -1.3585 0.1710
H 1.4889 -1.6340 -1.0380
H 0.3529 -2.6935 0.5318
H 1.3134 -2.0620 1.9122

Energy = -14476.89966 eV
Energy above the lowest of the compared OMol25 structures with the same formula, charge and spin = 3.097 eV
Charge = +1
SMILES = CC1(C(=[NH2+])NO)OCCO1
E_HOMO = -14.6968 eV
Max |F| = 4.6 eV/A